A structure of composition C8H10N6 at a distorted geometry. Source: the Open Molecules 2025 dataset; level of theory: the ωB97M-V functional and the def2-TZVPD basis.

Each line ends with the Mulliken charge.
CARTESIAN COORDINATES (ANGSTROEM)
1 C 1.622 -0.850 -0.521  -0.130
2 C -0.064 1.082 -1.553  0.388
3 C -0.599 0.383 -0.254  0.223
4 C -1.969 0.462 0.033  -0.366
5 C -2.452 -0.263 1.112  -0.840
6 C -1.469 -1.048 1.796  -0.439
7 C -0.157 -1.347 1.410  -0.417
8 C 0.321 -0.661 0.305  0.682
9 H 2.362 -2.335 2.124  0.273
10 H 2.525 -0.333 1.861  0.312
11 H 3.494 -1.938 -0.473  0.312
12 H 1.438 1.031 -2.851  0.224
13 H -2.023 3.598 -2.165  0.262
14 H -1.524 2.777 -0.536  0.264
15 H -2.586 1.171 -0.467  0.773
16 H -3.459 -0.014 1.462  0.355
17 H -1.742 -1.738 2.635  0.255
18 H 0.315 -2.116 1.880  0.435
19 N 2.931 -1.401 1.416  -0.695
20 N 2.566 -1.728 0.028  -0.071
21 N 1.858 -0.199 -1.550  -0.963
22 N 1.068 0.679 -2.070  0.332
23 N -0.673 2.096 -2.143  -0.686
24 N -1.783 2.694 -1.479  -0.483

LUMO level in Eh: 0.0136
HOMO in eV: -7.078
Energy relative to the best compared isomer or geometry (same formula, charge and spin) in kJ/mol: 490.6